{
  "formula": "C30H51N11O3",
  "method": "ωB97M-V/def2-TZVPD",
  "elements": ["C", "C", "O", "C", "C", "C", "C", "O", "C", "O", "C", "H", "H", "H", "H", "H", "H", "H", "H", "H", "H", "H", "H", "H", "H", "H", "H", "H", "H", "C", "C", "N", "H", "H", "H", "C", "C", "N", "H", "H", "H", "C", "C", "N", "H", "H", "H", "C", "C", "N", "H", "H", "H", "C", "C", "N", "H", "H", "H", "C", "C", "N", "H", "H", "H", "C", "C", "N", "H", "H", "H", "C", "C", "N", "H", "H", "H", "C", "C", "N", "H", "H", "H", "C", "C", "N", "H", "H", "H", "C", "C", "N", "H", "H", "H"],
  "coordinates": [[1.98265, -2.44156, -1.78805], [1.71940, -0.89320, -1.54081], [1.56740, -0.09480, -2.72702], [0.42349, -0.48323, -3.49441], [-0.95436, -0.39184, -2.71145], [-1.49277, -1.84890, -2.33368], [-2.75137, -1.70507, -1.34690], [-2.61744, -2.63323, -0.25947], [-1.57155, -2.19356, 0.63927], [-1.96796, -2.42089, -3.58819], [-1.53500, -3.81086, -3.62506], [3.05800, -2.75433, -1.55443], [1.34125, -3.02010, -1.04911], [1.71897, -2.81671, -2.81560], [2.64277, -0.49286, -1.01003], [0.87566, -0.76461, -0.78968], [0.35327, 0.26029, -4.35493], [0.48303, -1.50856, -3.96020], [-1.71150, 0.01255, -3.45595], [-0.94901, 0.32168, -1.83721], [-0.69502, -2.52336, -1.91056], [-2.77679, -0.61904, -1.01610], [-3.71964, -1.89892, -1.90184], [-0.64827, -2.81145, 0.38525], [-1.36140, -1.09561, 0.50242], [-1.83253, -2.34506, 1.73043], [-1.68847, -4.31763, -2.61854], [-2.12104, -4.35856, -4.42567], [-0.42185, -3.79201, -3.86645], [5.89340, -0.72934, -3.10061], [5.28673, -1.23281, -1.83624], [4.80950, -1.62533, -0.85269], [6.32539, -1.55966, -3.65941], [5.12859, -0.24745, -3.71048], [6.67677, -0.00628, -2.87265], [-1.12209, 0.85574, 3.53103], [-0.55054, 1.02835, 2.16535], [-0.10431, 1.16510, 1.10114], [-2.20078, 0.71178, 3.47063], [-0.67399, -0.01973, 4.00121], [-0.91253, 1.73232, 4.14368], [-0.90422, -6.78351, -0.21829], [0.28808, -6.09037, -0.78778], [1.21595, -5.54860, -1.23155], [-1.00821, -7.77074, -0.67043], [-0.78709, -6.89468, 0.85317], [-1.80251, -6.20222, -0.42024], [-4.90634, 1.56139, 5.66509], [-3.53145, 1.59219, 6.23864], [-2.45029, 1.61911, 6.69213], [-4.86333, 1.74776, 4.59173], [-5.36074, 0.58580, 5.83989], [-5.52080, 2.32915, 6.13494], [-0.83345, 4.86742, 4.43621], [-2.27485, 4.62738, 4.14176], [-3.40683, 4.44760, 3.90395], [-0.66365, 5.92983, 4.61100], [-0.54016, 4.30775, 5.32518], [-0.22425, 4.54272, 3.59197], [4.29373, 1.82944, 0.65333], [4.35310, 2.10180, 2.11737], [4.39932, 2.31393, 3.25807], [4.81227, 2.61940, 0.10804], [4.77120, 0.87362, 0.43271], [3.25494, 1.79158, 0.32396], [-1.68834, 1.95529, -6.77236], [-2.09855, 2.04731, -5.34259], [-2.41704, 2.11894, -4.22812], [-2.57223, 1.93848, -7.41002], [-1.07350, 2.81587, -7.03650], [-1.11400, 1.04271, -6.93400], [-2.13182, -7.91682, 4.24920], [-2.37646, -7.22378, 2.95236], [-2.56711, -6.68358, 1.94136], [-1.12684, -7.69034, 4.60577], [-2.85762, -7.58129, 4.98999], [-2.22917, -8.99439, 4.11650], [6.57741, 4.19063, 5.21079], [6.61987, 5.65613, 5.48212], [6.65299, 6.79737, 5.69337], [6.24214, 3.65851, 6.10094], [5.88741, 3.98417, 4.39193], [7.57120, 3.83568, 4.93709], [-4.89394, 4.06955, -2.98423], [-6.21039, 4.53295, -2.45856], [-7.23534, 4.89366, -2.04961], [-4.92873, 2.99810, -3.17955], [-4.66032, 4.59292, -3.91130], [-4.11097, 4.27253, -2.25378], [2.02060, 3.70264, -1.70149], [3.20151, 4.41557, -2.26690], [4.12252, 4.96904, -2.70737], [1.93752, 2.70954, -2.14780], [2.13214, 3.59943, -0.62219], [1.11053, 4.26415, -1.91281]],
  "atomic_forces_ev_per_a": [[-0.0727, -0.4058, 0.7900], [1.1296, -0.6396, 0.9874], [-0.5962, -0.9292, 0.2375], [-1.3130, 0.9906, -0.4994], [-0.2643, -0.9167, -0.6889], [-1.0457, 1.6674, -0.3135], [0.7896, 0.0619, -0.7279], [-0.0716, 1.3171, 0.5362], [0.5970, -0.3219, -0.1295], [0.8776, -1.2395, 0.9860], [0.1786, 0.0881, -0.2868], [-1.7049, 0.6084, -0.4952], [0.7860, 0.5712, -1.0154], [0.2225, 0.5273, 0.9977], [-1.1985, -0.3200, -0.7582], [0.6654, 0.0167, -1.1840], [0.3869, -0.8721, 1.0429], [0.2471, 0.8986, 0.5529], [0.8294, -0.5230, 1.0853], [0.2960, -0.8167, -0.8631], [-0.8140, 0.8620, -0.2198], [-0.0856, -1.2251, 0.0825], [1.2514, -0.0928, 0.6309], [-0.8520, 0.9449, 0.5615], [-0.0720, -1.0868, 0.0677], [-0.0159, -0.1283, -1.3119], [0.0983, 0.5430, -1.2283], [0.7491, 0.7320, 0.9218], [-1.2843, -0.4573, 0.2618], [-0.3439, -0.2548, 0.6228], [-0.1781, -0.2179, 0.6175], [1.0794, 0.7650, -1.3445], [-0.0477, 0.0242, 0.0843], [-0.0068, -0.0509, 0.0951], [-0.0624, -0.0605, 0.0309], [0.3394, 0.0124, -0.7108], [0.2737, 0.1705, -0.6707], [-0.6111, -0.1556, 1.5496], [0.0804, 0.0538, -0.0666], [-0.0064, 0.0719, -0.0239], [-0.0222, -0.0660, -0.0655], [1.0076, 0.3800, -0.7557], [0.5731, 0.2874, -0.3926], [-1.3794, -0.8748, 0.6546], [0.0621, 0.0720, -0.0230], [0.1478, 0.0876, -0.2394], [0.1176, 0.0048, 0.0941], [0.6714, -0.0273, 0.2701], [1.7582, 0.0907, 0.7547], [-2.6414, -0.0761, -1.2100], [0.0550, 0.0739, 0.0897], [0.0951, 0.0457, 0.0378], [0.1090, -0.0119, -0.0348], [-0.7351, -0.1591, -0.1337], [-1.6758, -0.2376, -0.3654], [2.6203, 0.3024, 0.5807], [-0.0577, -0.0713, -0.0224], [-0.0842, 0.0226, -0.0409], [-0.0797, 0.0211, 0.0253], [0.0793, 0.1291, 0.7053], [0.0057, 0.1080, 0.6258], [-0.0704, -0.2750, -1.6357], [-0.0209, -0.0009, 0.0949], [-0.0727, 0.0223, 0.0804], [0.0383, -0.0673, 0.1093], [-0.1935, 0.0290, 0.7342], [-0.1936, 0.0845, 0.6374], [0.3905, 0.0636, -1.6823], [0.0346, -0.0022, 0.0918], [-0.0487, -0.0461, 0.0715], [-0.0534, 0.0461, 0.0672], [-0.1115, 0.3560, -0.6661], [-0.2093, 0.3539, -0.5727], [-0.2310, -0.8317, 2.0935], [-0.0661, 0.0102, -0.0630], [0.0335, 0.0064, -0.0936], [-0.0048, 0.0883, -0.0389], [0.0103, 0.8064, 0.0814], [0.0512, 0.6557, 0.1455], [-0.0570, -1.6268, -0.3047], [-0.0023, 0.0723, -0.0612], [0.0336, 0.0050, 0.1205], [-0.0463, 0.0806, 0.0328], [-0.7382, 0.2247, 0.2970], [-0.5961, 0.2375, 0.2386], [1.4585, -0.5192, -0.5895], [0.0211, 0.0897, 0.0288], [-0.0479, -0.0282, 0.0703], [-0.0768, -0.0315, -0.0403], [0.5912, 0.3022, -0.3438], [0.5248, 0.3264, -0.2499], [-1.2891, -0.8237, 0.6409], [0.0130, 0.0326, 0.0252], [-0.0178, 0.0570, -0.0792], [0.0897, -0.0116, 0.0015]],
  "lowdin_charge": [-0.10, -0.25, -0.19, -0.20, -0.11, -0.30, -0.15, -0.21, -0.10, -0.20, -0.09, 0.04, 0.04, 0.07, 0.09, 0.09, 0.12, 0.11, 0.08, 0.11, 0.11, 0.12, 0.14, 0.09, 0.06, 0.09, 0.09, 0.10, 0.09, -0.05, -0.23, 0.14, 0.08, 0.08, 0.08, -0.06, -0.25, 0.13, 0.07, 0.09, 0.05, -0.10, -0.24, 0.13, 0.08, 0.03, 0.06, -0.07, -0.27, 0.12, 0.07, 0.08, 0.08, -0.07, -0.26, 0.12, 0.08, 0.08, 0.08, -0.06, -0.24, 0.12, 0.08, 0.06, 0.05, -0.05, -0.23, 0.15, 0.08, 0.08, 0.08, -0.06, -0.22, 0.13, 0.08, 0.08, 0.08, -0.08, -0.27, 0.10, 0.08, 0.03, 0.08, -0.09, -0.27, 0.11, 0.06, 0.07, 0.08, -0.06, -0.27, 0.11, 0.07, 0.06, 0.08],
  "spin_multiplicity": 1,
  "smiles": "CCOCC[C@@H](COC)OC.CC#N.CC#N.CC#N.CC#N.CC#N.CC#N.CC#N.CC#N.CC#N.CC#N.CC#N"
}



{
  "formula": "C30H52As2CsF3N5O6PS",
  "method": "ωB97M-V/def2-TZVPD",
  "elements": ["Cs", "N", "C", "C", "O", "N", "C", "C", "O", "O", "H", "H", "H", "H", "H", "H", "C", "As", "C", "C", "C", "C", "C", "C", "C", "As", "C", "C", "H", "H", "H", "H", "H", "H", "H", "H", "H", "H", "H", "H", "H", "H", "H", "H", "F", "C", "F", "F", "C", "C", "C", "C", "N", "C", "S", "H", "H", "H", "C", "C", "C", "C", "N", "N", "H", "H", "H", "H", "H", "H", "H", "H", "H", "H", "H", "H", "C", "C", "O", "P", "O", "C", "C", "O", "C", "C", "H", "H", "H", "H", "H", "H", "H", "H", "H", "H", "H", "H", "H", "H", "H"],
  "coordinates": [[-0.98487, 0.24783, 0.29597], [-0.44496, 1.46656, 3.92683], [-1.53419, 2.19152, 3.24743], [-2.71630, 1.31111, 2.79438], [-2.95289, 0.29947, 3.52123], [-3.32565, 1.74238, 1.71622], [-4.55400, 1.05682, 1.32492], [-4.40759, 0.38396, -0.05663], [-5.05236, 0.85417, -1.01786], [-3.57695, -0.57573, -0.11597], [-0.86291, 0.58163, 4.21717], [0.25527, 1.22706, 3.23019], [-1.96438, 2.92202, 3.94182], [-1.15365, 2.74505, 2.38557], [-4.82934, 0.28990, 2.05804], [-5.37020, 1.77918, 1.22958], [-4.00595, -2.52235, 2.50112], [-2.04802, -2.45338, 2.49608], [-1.81346, -2.59014, 4.43813], [-1.80641, -4.37340, 2.01153], [-2.16764, -5.39220, 2.89421], [-2.05880, -6.73063, 2.55289], [-1.58919, -7.08107, 1.29468], [-1.23021, -6.08274, 0.40238], [-1.32453, -4.73338, 0.74406], [-0.79096, -3.32763, -0.53155], [-2.34567, -3.43713, -1.72706], [0.48420, -4.36163, -1.61572], [-4.35110, -3.42985, 3.00216], [-4.35874, -2.47408, 1.47270], [-4.32739, -1.62973, 3.03387], [-2.49699, -3.30448, 4.89977], [-2.04178, -1.58951, 4.80543], [-0.78126, -2.84925, 4.67334], [-2.54839, -5.13526, 3.87606], [-2.34311, -7.49808, 3.26457], [-1.50299, -8.12397, 1.01062], [-0.86700, -6.36595, -0.57862], [-2.64441, -4.47113, -1.90882], [-2.08048, -2.95616, -2.66994], [-3.15573, -2.86337, -1.27429], [0.02357, -5.19615, -2.14717], [1.27617, -4.73024, -0.96307], [0.92053, -3.67112, -2.33880], [2.21214, -1.27423, 4.64717], [3.26452, -0.53179, 4.28233], [3.73114, 0.02710, 5.43722], [4.23835, -1.37408, 3.89014], [2.93864, 0.52116, 3.25812], [3.09546, 1.84379, 3.61199], [2.79621, 2.84985, 2.70228], [2.34067, 2.44675, 1.46293], [2.17622, 1.18238, 1.09491], [2.44985, 0.16926, 1.96037], [2.16739, -1.44596, 1.46969], [3.43726, 2.09282, 4.60666], [2.88302, 3.89645, 2.95734], [2.07700, 3.18594, 0.70799], [4.34087, -2.32473, -2.23139], [3.75885, -0.91539, -2.28104], [4.41410, -0.05699, -1.19323], [4.00306, -0.29359, -3.65351], [2.30259, -1.08843, -2.10015], [1.56199, 0.10068, -1.84899], [5.41498, -2.30985, -2.43050], [3.85246, -2.96105, -2.97250], [4.18052, -2.75748, -1.24083], [5.50082, -0.06010, -1.32062], [4.17113, -0.45156, -0.20457], [4.07586, 0.97918, -1.24337], [5.07409, -0.18162, -3.84273], [3.55090, 0.69983, -3.71222], [3.56589, -0.91861, -4.43466], [2.16322, -1.64127, -1.25468], [1.51491, 0.65959, -2.68972], [1.94611, 0.63122, -1.06527], [1.07440, 6.12088, -1.08384], [-0.28912, 5.48428, -0.89182], [-0.66042, 4.69379, -2.02222], [-0.14203, 3.12524, -2.00090], [1.04719, 3.14452, -3.11355], [0.81188, 3.56900, -4.45844], [2.15152, 3.90778, -5.07672], [-1.29316, 2.48675, -2.92365], [-2.56672, 2.20263, -2.26663], [-3.66223, 3.03898, -2.87764], [1.31669, 6.76695, -0.23741], [1.08782, 6.72009, -1.99617], [1.84677, 5.35432, -1.16578], [-1.06382, 6.24400, -0.78036], [-0.29905, 4.86761, 0.01282], [0.13979, 4.43004, -4.46379], [0.32330, 2.75821, -5.00278], [2.62817, 4.72336, -4.53122], [2.02821, 4.20883, -6.11922], [2.81123, 3.04022, -5.04000], [-2.48692, 2.42349, -1.19649], [-2.75354, 1.13740, -2.38307], [-3.46949, 4.10117, -2.71662], [-4.59800, 2.74809, -2.39928], [-3.73208, 2.85413, -3.95182]],
  "atomic_forces_ev_per_a": [[0.5715, -0.0758, 0.1147], [-0.2330, -0.0112, -0.3281], [-0.0597, -0.0376, 0.0169], [-0.0429, 0.0891, -0.1685], [-0.0235, -0.0612, 0.0656], [-0.0170, 0.1318, 0.1672], [0.0268, -0.1200, -0.0493], [0.2567, -0.0125, 0.0596], [-0.0980, -0.0373, -0.0370], [-0.3194, -0.0450, -0.1708], [0.0428, 0.0279, 0.0738], [0.0545, -0.0749, 0.1457], [0.0486, 0.0705, -0.0169], [0.0307, 0.0732, 0.0581], [-0.0515, 0.0059, -0.0232], [0.0455, 0.0640, 0.0981], [0.0855, -0.0685, 0.0388], [-0.1342, -0.0509, 0.0068], [0.0166, 0.0148, -0.0285], [0.0116, -0.0363, -0.0246], [-0.0164, 0.0166, 0.0366], [0.0071, -0.0216, -0.0155], [0.0001, 0.0264, 0.0021], [0.0141, -0.0201, -0.0038], [-0.0309, 0.0500, 0.0372], [0.0206, 0.0475, 0.0129], [0.0248, -0.0164, 0.0280], [-0.0521, -0.0145, -0.0380], [-0.0305, 0.0080, -0.0236], [-0.0207, 0.0108, -0.0012], [-0.0071, 0.0179, -0.0106], [0.0063, -0.0025, -0.0031], [0.0125, -0.0025, 0.0182], [0.0006, 0.0064, 0.0123], [0.0048, 0.0045, -0.0048], [0.0007, 0.0029, 0.0017], [0.0045, 0.0015, -0.0067], [0.0051, 0.0041, -0.0016], [0.0002, 0.0056, 0.0049], [-0.0005, -0.0035, -0.0037], [-0.0121, 0.0010, -0.0113], [0.0044, -0.0046, 0.0036], [0.0189, -0.0078, -0.0222], [0.0096, 0.0012, 0.0102], [-0.0359, -0.0389, 0.0088], [-0.0413, 0.0641, -0.0584], [0.0099, 0.0516, 0.0297], [0.0545, -0.0555, -0.0367], [0.0255, -0.0132, 0.0775], [0.0162, -0.0086, 0.0050], [-0.0113, -0.0009, 0.0116], [-0.0112, 0.0041, -0.0440], [-0.0269, -0.0258, -0.0699], [0.0230, -0.0032, 0.0687], [-0.0133, 0.0097, -0.0155], [-0.0003, 0.0009, 0.0054], [0.0074, 0.0035, 0.0012], [-0.0006, -0.0063, -0.0040], [-0.0149, 0.0015, 0.0006], [0.0148, 0.0441, 0.0335], [0.0484, -0.0310, -0.0356], [-0.0005, 0.0151, -0.0092], [-0.0420, -0.0529, 0.0880], [-0.1173, -0.0445, -0.0844], [0.0012, 0.0063, 0.0066], [-0.0045, -0.0049, 0.0013], [0.0062, -0.0125, 0.0017], [0.0022, 0.0091, -0.0036], [0.0020, 0.0150, -0.0152], [-0.0119, 0.0067, 0.0090], [0.0000, -0.0075, 0.0040], [-0.0028, -0.0010, 0.0068], [-0.0017, -0.0072, -0.0090], [-0.0066, 0.0089, -0.0274], [0.0816, 0.0485, 0.0330], [-0.0216, 0.0622, -0.0452], [-0.0216, 0.0060, -0.0102], [-0.0095, 0.0157, 0.0133], [0.0534, 0.0450, 0.0517], [0.0200, -0.0009, -0.0010], [0.0268, 0.0349, 0.0205], [0.0352, -0.0491, -0.0656], [-0.0309, 0.0058, 0.0258], [-0.0373, -0.0518, -0.0157], [0.0458, 0.0927, -0.0427], [-0.0286, -0.0590, 0.0128], [-0.0017, -0.0056, 0.0075], [0.0115, -0.0038, -0.0044], [0.0088, 0.0023, -0.0059], [0.0000, -0.0029, -0.0067], [-0.0066, -0.0025, 0.0007], [0.0119, 0.0140, 0.0212], [-0.0160, 0.0132, 0.0108], [0.0042, 0.0010, -0.0016], [-0.0109, -0.0048, 0.0023], [0.0162, 0.0031, -0.0094], [-0.0776, -0.0457, 0.0123], [-0.1075, 0.0021, 0.0406], [0.0094, 0.0034, -0.0008], [-0.0013, 0.0030, -0.0084], [0.0029, -0.0102, -0.0013]],
  "lowdin_charge": [0.82, 0.02, -0.24, -0.69, -0.14, -0.03, -0.19, -0.72, -0.07, -0.30, 0.04, 0.01, 0.09, 0.08, 0.09, 0.09, -0.30, 1.13, -0.32, -0.40, -0.13, -0.11, -0.12, -0.13, -0.42, 1.09, -0.31, -0.34, 0.01, 0.01, 0.00, 0.01, 0.00, 0.02, 0.08, 0.09, 0.09, 0.08, 0.02, 0.02, 0.00, 0.01, 0.02, 0.00, 0.12, -0.61, 0.08, 0.10, -0.15, -0.04, -0.09, -0.17, -0.01, -0.78, 0.53, 0.11, 0.09, 0.09, -0.06, -0.64, -0.06, -0.06, -0.08, -0.02, 0.08, 0.08, 0.08, 0.08, 0.04, 0.07, 0.07, 0.06, 0.08, 0.03, 0.04, 0.01, -0.09, -0.32, -0.31, 0.84, -0.33, -0.30, -0.08, -0.32, -0.31, -0.07, 0.07, 0.07, 0.06, 0.11, 0.10, 0.11, 0.11, 0.07, 0.07, 0.07, 0.07, 0.11, 0.07, 0.06, 0.07],
  "spin_multiplicity": 1,
  "charge": -2,
  "relative_energy_kj_mol": 23.1
}



Number 1: F_max 2.91 eV/Å, HOMO-LUMO gap 9.1835 eV, LUMO 0.0092 Eh. Number 2: F_max 0.59 eV/Å, HOMO-LUMO gap 5.6997 eV, LUMO 0.1341 Eh.